Entry 1:
DFT (ωB97M-V/def2-TZVPD) results for a molecular structure, C39H39CuN4P2 in a non-equilibrium geometry.

CARTESIAN COORDINATES (ANGSTROEM)
Cu 1.435116 0.217431 0.499281
C 0.925828 -3.595476 4.734097
C 1.124698 -2.371845 5.357494
C 1.217783 -1.217773 4.611275
C 1.100330 -1.266278 3.215710
C 0.923370 -2.506922 2.594424
C 0.838557 -3.658883 3.352042
N 1.087380 -0.096575 2.466664
N 0.995182 0.988845 3.125295
C 1.033593 2.131848 2.420681
C 0.800274 3.362657 3.061143
C 0.957570 4.535817 2.358400
C 1.361904 4.510868 1.028476
C 1.544199 3.291554 0.376297
C 1.386059 2.106336 1.050342
H 0.824521 -4.493942 5.320695
H 1.185908 -2.317129 6.432765
H 1.355517 -0.255432 5.078451
H 0.794404 -2.561172 1.524289
H 0.676821 -4.608126 2.862675
H 0.491732 3.360631 4.095500
H 0.770632 5.482750 2.840736
H 1.539506 5.434446 0.493345
H 1.849127 3.291400 -0.663199
C -0.088574 -2.260804 -2.188878
C 0.976849 -1.220341 -2.551705
P 0.877181 0.447865 -1.749896
C 2.426241 1.114670 -2.460983
C 2.570848 1.284929 -3.835847
C 3.796862 1.656482 -4.355666
C 4.880951 1.855697 -3.515905
C 4.736288 1.710067 -2.147420
C 3.509352 1.350586 -1.621297
C -0.427985 1.357425 -2.641656
C -1.086160 0.863817 -3.764847
C -2.130900 1.578959 -4.322045
C -2.532216 2.784908 -3.768576
C -1.856555 3.299908 -2.675107
C -0.809721 2.589097 -2.115926
C -0.729140 -2.038137 -0.820682
P -2.096846 -0.746291 -0.958019
C -1.974481 0.072435 0.673002
C -1.837740 -0.630587 1.867201
C -1.916075 0.034290 3.076078
C -2.091567 1.407978 3.104574
C -2.203195 2.116865 1.921321
C -2.159522 1.450290 0.710270
C -3.479035 -1.909950 -0.604295
C -3.722940 -2.885643 -1.568761
C -4.651423 -3.881906 -1.337697
C -5.357651 -3.910865 -0.145460
C -5.160807 -2.910484 0.790061
C -4.243590 -1.901069 0.556124
H 0.378104 -3.249392 -2.215274
H -0.877540 -2.258259 -2.944065
H 1.016993 -1.063384 -3.633952
H 1.974133 -1.582649 -2.270019
H 1.726825 1.134724 -4.495138
H 3.913166 1.779848 -5.421404
H 5.838179 2.129289 -3.928917
H 5.578316 1.863112 -1.491600
H 3.389359 1.252323 -0.551504
H -0.809191 -0.079910 -4.209198
H -2.640475 1.187329 -5.190883
H -3.378587 3.312272 -4.180078
H -2.153406 4.247349 -2.248706
H -0.294234 2.967789 -1.245822
H 0.020806 -1.662308 -0.115600
H -1.148255 -2.980330 -0.454815
H -1.707200 -1.703890 1.850543
H -1.840734 -0.518749 4.000816
H -2.157507 1.919762 4.051380
H -2.336783 3.187761 1.948848
H -2.284905 1.994549 -0.215001
H -3.167357 -2.869933 -2.497903
H -4.819535 -4.641405 -2.086097
H -6.060457 -4.706920 0.049698
H -5.715645 -2.914541 1.716889
H -4.116246 -1.124777 1.295754
N 4.268266 -0.874530 0.250232
N 2.939536 -1.374949 0.426468
H 4.958348 -1.621658 0.180980
H 4.504525 -0.283358 1.040959
H 2.860134 -2.020639 1.219556
H 2.702905 -1.889748 -0.420990

Cartesian forces, eV/Å:
0.0 0.1 -0.1
0.0 0.0 -0.1
0.0 -0.1 0.0
0.0 0.1 -0.3
-0.1 -1.0 1.2
0.0 0.5 0.0
0.0 -0.1 0.1
0.3 2.3 -0.1
-0.3 -2.6 0.9
0.5 1.9 -1.6
0.1 -0.7 0.0
0.0 0.3 -0.1
-0.1 -0.2 0.0
0.2 0.3 -0.2
-0.3 -0.4 0.5
0.0 -0.1 0.1
0.0 0.0 0.1
0.0 0.0 0.1
0.0 0.0 -0.1
0.0 -0.1 0.0
0.0 0.0 0.1
0.0 0.1 0.1
-0.1 0.0 0.0
0.0 0.1 0.0
0.1 -0.1 0.1
-0.1 0.1 -0.1
0.7 -0.1 -1.1
-0.2 0.1 0.2
0.0 0.0 0.1
-0.1 0.0 -0.2
0.0 0.0 0.1
0.1 0.0 -0.1
-0.2 0.0 -0.1
0.0 0.1 0.3
0.2 0.1 0.0
0.0 0.0 -0.1
0.0 0.0 0.1
0.0 0.1 0.0
0.2 -0.1 -0.1
-0.1 0.1 -0.2
-0.3 -0.5 0.6
0.0 0.0 -0.3
0.0 0.1 0.0
-0.1 -0.1 0.1
-0.1 0.0 0.0
-0.1 0.1 0.1
0.0 0.0 0.0
0.0 0.2 -0.2
0.0 0.1 0.1
0.0 -0.1 -0.1
0.0 0.0 0.0
-0.2 -0.1 0.0
0.1 0.0 -0.1
-0.1 0.0 -0.1
0.1 -0.1 -0.1
0.1 0.0 0.1
-0.1 0.1 -0.1
-0.1 0.0 -0.1
0.0 0.0 -0.1
0.1 0.1 -0.1
0.1 0.1 0.1
0.1 0.1 -0.1
0.0 -0.1 0.0
0.0 0.0 0.0
0.0 0.1 -0.1
0.0 0.1 0.0
-0.1 0.1 0.1
-0.1 -0.2 0.1
0.1 0.2 0.2
0.0 -0.1 0.0
0.0 -0.1 0.1
0.0 0.1 0.1
0.0 0.1 0.0
-0.1 0.0 0.0
0.0 0.0 -0.1
0.0 -0.1 -0.1
-0.1 0.0 0.0
-0.1 0.0 0.0
0.0 0.0 0.0
0.3 -0.1 0.1
-0.1 -0.3 -0.1
-0.3 0.1 0.2
-0.1 -0.1 -0.1
0.1 0.2 -0.3
0.1 0.0 0.2

Properties
Spin multiplicity: 2
⟨S²⟩: 0.7594
HOMO-LUMO gap (spin up / spin down): 6.722 / 6.498 eV
Strongest force on any atom: 2.73 eV/Å
Relative energy (zero: lowest compared OMol25 entry of this formula, charge and spin): 36.8 kcal/mol
HOMO (spin up / spin down): -10.54 / -10.53 eV
Charge: +1

Here are the Löwdin charges for atoms 1 to 6, given in e: atom 1 (Cu): 0.35, atom 2 (C): -0.06, atom 3 (C): -0.06, atom 4 (C): -0.01, atom 5 (C): -0.27, atom 6 (C): -0.06

Entry 2:
DFT (ωB97M-V/def2-TZVPD) results for 13 unconnected molecules or ions with the total composition C39H39F13O39 in a non-equilibrium geometry.

CARTESIAN COORDINATES (ANGSTROEM)
C -1.839429 -6.821683 -2.596658
C -3.178362 -6.326064 -2.037819
O -2.755750 -5.336707 -1.129340
C -1.528324 -4.881512 -1.468190
O -1.064311 -3.847014 -1.150844
O -0.949040 -5.746964 -2.317801
F -3.867179 -7.315582 -1.426119
H -1.916157 -7.062475 -3.656610
H -1.468522 -7.741501 -2.138769
H -3.837314 -5.871896 -2.780104
C 3.103710 2.526912 0.295209
C 2.326625 3.817383 0.324960
O 3.351083 4.802953 0.268220
C 4.603457 4.234990 0.307967
O 5.590594 4.881960 0.303501
O 4.496984 2.896246 0.405824
F 1.531807 3.982750 1.437235
H 3.012917 1.966200 -0.634735
H 2.908956 1.814074 1.090773
H 1.767353 4.032875 -0.587323
C -1.614963 -5.398427 2.278266
C -1.302006 -3.927083 2.576114
O -0.863924 -3.931357 3.890861
C -1.309254 -5.068372 4.520394
O -1.241424 -5.279563 5.680172
O -1.882322 -5.879476 3.612132
F -2.408677 -3.154141 2.419505
H -0.783720 -6.018127 1.944548
H -2.518534 -5.526479 1.690728
H -0.519438 -3.644469 1.869559
C -0.164901 -1.161692 -3.889868
C 0.490588 -2.505804 -4.046707
O 1.445240 -2.307376 -5.028091
C 1.000529 -1.233869 -5.808292
O 1.556640 -0.935720 -6.794674
O -0.072857 -0.670230 -5.230032
F -0.389687 -3.515179 -4.391672
H 0.430394 -0.540712 -3.211459
H -1.140859 -1.138558 -3.412061
H 0.955857 -2.832857 -3.119272
C -1.694834 3.891370 4.354065
C -1.915860 3.672101 5.879887
O -1.145954 4.639267 6.521338
C -0.857005 5.607789 5.628081
O -0.367985 6.633584 5.840795
O -1.331493 5.281797 4.407276
F -1.471165 2.438887 6.272098
H -2.577343 3.659466 3.758239
H -0.906432 3.333802 3.841787
H -2.990783 3.703730 6.066591
C 3.248664 4.356637 -3.938089
C 2.155776 4.452124 -4.980943
O 1.412123 3.279073 -4.728949
C 1.600072 2.887857 -3.452994
O 1.036225 2.019560 -2.910476
O 2.615779 3.625756 -2.896347
F 2.704712 4.348521 -6.218565
H 3.479408 5.349543 -3.556655
H 4.122443 3.943701 -4.443165
H 1.510437 5.327377 -4.908076
C 4.932123 2.351443 3.852544
C 3.472954 2.726460 4.068954
O 3.528644 4.127322 4.207055
C 4.732927 4.588352 3.729536
O 5.014926 5.721313 3.639296
O 5.493094 3.546045 3.343942
F 2.990146 2.203237 5.253986
H 4.979517 1.560361 3.112488
H 5.398947 2.124903 4.813793
H 2.836692 2.322993 3.280849
C -4.923516 1.510714 3.540188
C -4.631272 0.739909 2.276567
O -3.870938 -0.305176 2.782653
C -3.365112 0.023580 4.044055
O -2.619372 -0.655163 4.601013
O -3.820837 1.272282 4.389020
F -3.883305 1.557277 1.453568
H -5.880263 1.098208 3.884903
H -5.087557 2.577538 3.414823
H -5.570163 0.377663 1.873299
C 2.059342 -1.848430 3.920626
C 3.409189 -1.337282 4.449459
O 3.753535 -0.489958 3.382023
C 3.244912 -0.971009 2.226941
O 3.703261 -0.679181 1.164777
O 2.325803 -1.924410 2.491837
F 4.333346 -2.334485 4.588843
H 1.330657 -1.059119 4.108238
H 1.796029 -2.838647 4.274357
H 3.242611 -0.909560 5.436527
C -4.501781 -2.433361 -1.544263
C -5.629956 -1.457768 -1.192957
O -5.809581 -0.782962 -2.386324
C -4.652802 -0.815472 -3.118289
O -4.571905 -0.283184 -4.147366
O -3.791172 -1.671916 -2.531579
F -5.307652 -0.573843 -0.198132
H -4.874383 -3.318313 -2.061685
H -3.886249 -2.722774 -0.697003
H -6.496017 -2.053462 -0.903777
C -1.567753 -0.689134 0.510822
C -0.567780 -0.027989 -0.436757
O -0.228581 1.111324 0.342205
C -0.298180 0.762860 1.649884
O 0.239364 1.344382 2.522381
O -0.964990 -0.387887 1.769196
F -1.240927 0.388327 -1.553926
H -1.597166 -1.759411 0.309887
H -2.590655 -0.335955 0.399570
H 0.280420 -0.634558 -0.754902
C -2.375310 1.966876 -4.430015
C -2.586397 1.222142 -5.749289
O -1.758235 1.849166 -6.644239
C -1.453044 3.102652 -6.160623
O -0.830373 3.874089 -6.786789
O -1.913157 3.236221 -4.906984
F -3.914965 1.315788 -6.100940
H -1.530069 1.456856 -3.955998
H -3.243715 1.959310 -3.787637
H -2.409670 0.161942 -5.576002
C 4.044172 -2.981698 -2.144792
C 5.104610 -2.221056 -1.350199
O 4.752504 -0.887399 -1.735318
C 3.417294 -0.842217 -1.924716
O 2.782860 0.151436 -1.934905
O 2.937665 -2.078086 -2.158008
F 6.351356 -2.493119 -1.779366
H 3.800944 -3.894083 -1.607041
H 4.371044 -3.101951 -3.175892
H 5.001344 -2.320351 -0.269819

Cartesian forces, eV/Å:
-0.3 -0.6 -0.3
0.7 -0.5 -0.4
-0.8 0.4 0.7
-0.1 -1.0 -1.4
0.4 0.8 0.9
0.1 0.0 -0.2
0.1 0.2 0.3
0.2 0.6 -0.1
-0.3 0.2 0.4
0.0 0.0 0.0
0.8 -1.2 -0.2
0.4 1.0 -0.8
-0.1 -0.3 0.4
-0.7 0.2 0.6
0.4 -0.2 -0.2
-0.3 0.4 0.0
0.6 -0.1 -0.5
-0.3 0.3 -0.1
-0.4 0.3 0.2
-0.6 -0.5 0.5
-0.6 -0.1 1.6
0.8 -1.3 -1.4
0.1 0.3 0.0
-0.7 -0.1 -0.1
0.3 0.1 0.0
-0.1 -0.3 0.0
0.0 0.1 0.1
0.1 0.5 -0.5
0.1 0.0 -0.2
0.0 0.9 0.4
0.5 -0.1 0.4
0.3 -0.5 1.7
-0.8 0.3 -0.2
0.5 -0.9 0.7
0.0 0.6 -0.8
-0.3 0.6 0.0
-0.1 0.2 -0.4
0.4 0.1 -0.4
-0.5 -0.3 -0.9
0.1 -0.1 -0.2
0.4 0.4 0.8
0.3 -1.7 -1.5
-0.5 -0.3 0.2
-1.3 -1.1 -1.2
1.4 2.1 1.1
-0.3 -0.5 -1.1
-0.1 0.2 0.1
-0.3 0.7 0.2
0.3 -0.2 0.7
0.1 0.3 0.7
-0.5 1.7 -0.1
0.4 -0.5 -0.2
-0.6 -0.1 0.0
1.6 1.0 -0.7
-1.2 -0.9 0.8
0.1 -0.7 -0.2
-0.3 0.2 0.0
0.2 -0.1 0.1
0.0 -0.7 0.6
0.0 0.0 -0.3
-0.5 -0.1 0.0
0.5 -0.1 0.9
-0.4 -0.5 -0.5
-0.5 -0.6 -0.1
0.2 0.8 0.0
0.4 0.1 0.0
0.2 0.0 -0.3
0.6 0.0 0.1
0.0 -0.3 -0.1
-0.4 0.7 0.0
-1.3 0.7 -0.2
0.1 1.1 1.7
0.1 -0.2 -0.1
-0.9 1.7 -1.9
1.3 -1.2 1.6
-0.2 -1.2 0.0
-0.2 -0.8 -0.5
0.3 0.0 0.8
0.3 0.0 -0.2
0.4 0.0 -1.0
1.0 -0.2 -0.2
-1.9 -0.9 -0.1
0.7 0.6 1.1
0.8 -1.2 -0.2
-0.8 0.1 0.0
-0.2 0.8 0.0
0.1 0.2 -0.3
-0.3 -0.3 0.0
-0.2 0.1 0.0
0.6 0.9 -0.3
0.1 0.8 -0.1
0.1 -1.6 -0.3
-0.5 0.4 0.6
-1.1 -1.5 1.2
0.9 1.0 -1.4
0.8 0.0 0.0
0.1 -0.2 -0.1
-0.3 0.0 0.3
0.3 0.2 -0.1
-0.4 0.7 0.0
0.8 -1.2 -0.8
-2.0 0.7 0.2
0.8 0.0 -0.7
0.3 -0.4 -1.0
0.2 0.5 0.9
-0.9 -0.5 0.4
0.3 0.1 0.1
0.2 -0.1 0.5
0.2 0.6 0.2
0.2 0.3 0.2
1.2 -0.8 -1.2
-1.1 -0.7 1.9
-0.2 0.0 -0.1
-0.1 -1.1 0.1
0.4 1.0 -0.3
-0.3 0.5 0.5
0.1 0.5 -0.8
-0.1 0.3 0.4
-0.2 0.6 -0.1
0.4 0.0 -0.8
0.4 -0.2 0.5
-0.9 0.6 -1.1
0.4 0.0 0.7
0.9 -0.1 -0.2
-0.7 0.4 0.0
-0.1 -0.3 0.5
0.0 0.0 0.2
-0.3 -0.2 -0.5
0.1 -0.4 0.1
0.4 0.0 0.0

Properties
HOMO-LUMO gap: 10.358 eV
Strongest force on any atom: 2.77 eV/Å
Relative energy (zero: lowest compared OMol25 entry of this formula, charge and spin): 38.9 kcal/mol
HOMO: -10.87 eV
Charge: 0

Here are the Löwdin charges for atoms 1 to 6, given in e: atom 1 (C): -0.04, atom 2 (C): -0.30, atom 3 (O): 0.11, atom 4 (C): -0.56, atom 5 (O): 0.18, atom 6 (O): 0.08